No. 1
C25H26Br2N7O4SSeTi | the ωB97M-V functional and the def2-TZVPD basis

The geometry in XYZ format:
```
67
C25H26Br2N7O4SSeTi the ωB97M-V functional and the def2-TZVPD basis
Ti 0.134 -0.426 0.502
O 3.621 -1.380 -1.351
C 2.662 -0.842 -0.619
O 1.594 -1.483 -0.351
C 2.774 0.498 -0.103
C 3.824 1.430 -0.117
C 3.643 2.638 0.534
C 2.445 2.915 1.205
C 1.444 1.963 1.157
N 1.613 0.805 0.522
C 0.064 1.981 1.803
O -0.364 2.892 2.453
O -0.539 0.839 1.568
H 3.401 -2.287 -1.621
H 4.747 1.198 -0.619
H 4.436 3.371 0.538
H 2.296 3.828 1.759
Br -6.034 -3.029 0.915
C -4.276 -2.350 0.834
C -3.603 -1.957 1.995
C -2.314 -1.481 1.881
N -1.684 -1.348 0.708
C -2.352 -1.657 -0.428
C -3.636 -2.199 -0.390
C -1.676 -1.237 -1.657
C -2.229 -1.369 -2.931
C -1.601 -0.754 -4.007
Br -2.365 -0.820 -5.736
C -0.409 -0.059 -3.790
C 0.100 -0.018 -2.507
N -0.508 -0.585 -1.460
H -4.085 -2.019 2.958
H -1.773 -1.164 2.770
H -4.147 -2.486 -1.293
H -3.139 -1.921 -3.091
H 0.094 0.442 -4.601
H 1.035 0.500 -2.318
C -1.527 6.337 -1.504
N -1.132 5.012 -1.070
C -1.299 3.833 -1.652
S -0.490 2.499 -0.960
N -2.016 3.582 -2.748
C -2.864 4.420 -3.573
H -0.828 7.052 -1.078
H -2.529 6.596 -1.155
H -1.480 6.409 -2.586
H -0.662 4.970 -0.174
H -1.970 2.616 -3.036
H -3.373 5.176 -2.985
H -3.614 3.781 -4.034
H -2.297 4.901 -4.374
C 3.692 -2.553 4.301
N 2.890 -3.433 3.498
C 3.059 -4.778 3.344
C 2.067 -5.223 2.533
N 1.299 -4.143 2.202
C 0.121 -4.164 1.384
C 1.814 -3.043 2.789
Se 1.115 -1.296 2.728
H 4.467 -3.115 4.818
H 3.058 -2.052 5.034
H 4.143 -1.790 3.664
H 3.858 -5.315 3.812
H 1.850 -6.204 2.168
H -0.206 -5.195 1.253
H 0.331 -3.714 0.404
H -0.670 -3.598 1.883
```

Results
**LUMO level (alpha / beta)**: -6.235 / -6.548 eV
**HOMO (alpha / beta)**: -12.50 / -12.90 eV
**<S²>**: 0.763
**Spin multiplicity**: 2
**Charge**: +2
**HOMO-LUMO gap (alpha / beta)**: 6.3 / 6.3 eV
**Energy above the lowest of the compared OMol25 structures with the same formula, charge and spin**: 56.96 kcal/mol

***

No. 2
C25H26BrIrN5O | the ωB97M-V functional and the def2-TZVPD basis

The geometry in XYZ format:
```
59
C25H26BrIrN5O the ωB97M-V functional and the def2-TZVPD basis
Ir 0.220 -0.052 -0.108
C 5.472 -2.103 -0.592
C 4.306 -2.360 -1.307
C 3.217 -1.516 -1.174
C 3.316 -0.406 -0.339
C 4.485 -0.127 0.367
C 5.559 -0.992 0.241
N 2.200 0.476 -0.238
N 2.495 1.687 -0.150
C 1.395 2.533 -0.110
C 1.569 3.904 -0.137
C 0.443 4.708 -0.237
C -0.804 4.107 -0.338
C -0.904 2.727 -0.296
N 0.177 1.951 -0.158
H 6.325 -2.760 -0.699
H 4.260 -3.200 -1.986
H 2.333 -1.667 -1.781
H 4.546 0.742 1.008
H 6.472 -0.791 0.785
H 2.573 4.305 -0.104
H 0.540 5.785 -0.263
H -1.705 4.693 -0.452
H -1.857 2.229 -0.392
O -5.419 -2.517 -0.357
C -4.288 -1.877 -0.185
C -4.151 -0.644 0.471
C -2.908 -0.068 0.575
N -1.796 -0.628 0.063
C -1.961 -1.822 -0.517
Br -0.278 -2.521 -1.077
C -3.127 -2.499 -0.687
H -6.192 -2.053 -0.001
H -5.007 -0.140 0.899
H -2.792 0.868 1.102
H -3.179 -3.461 -1.178
C -0.123 -3.372 2.766
N 1.366 -3.294 2.831
C 1.840 -3.556 4.231
C 1.921 -2.038 2.155
C 1.328 -0.751 2.663
C 1.626 -0.383 3.981
C 0.997 0.670 4.618
C 0.038 1.387 3.923
C -0.197 1.104 2.585
C 0.462 0.070 1.921
H -0.440 -4.337 3.154
H -0.437 -3.264 1.730
H -0.532 -2.570 3.374
H 1.740 -4.062 2.272
H 1.388 -2.832 4.900
H 2.925 -3.489 4.259
H 1.520 -4.557 4.507
H 1.725 -2.199 1.096
H 3.001 -2.083 2.305
H 2.384 -0.938 4.518
H 1.250 0.921 5.639
H -0.495 2.199 4.400
H -0.885 1.748 2.061
```

Results
**LUMO level**: -10.349 eV
**HOMO**: -17.37 eV
**Charge**: +3
**HOMO-LUMO gap**: 7.0 eV
**Energy above the lowest of the compared OMol25 structures with the same formula, charge and spin**: 0.00 kcal/mol

***

No. 3
C25H26F3N3O6S | the ωB97M-V functional and the def2-TZVPD basis

The geometry in XYZ format:
```
64
C25H26F3N3O6S the ωB97M-V functional and the def2-TZVPD basis
C -2.769 -4.201 -1.410
C -3.108 -2.796 -1.035
C -2.428 -1.729 -1.616
C -2.676 -0.429 -1.215
C -3.619 -0.202 -0.231
S -3.860 1.434 0.403
O -5.239 1.798 0.456
O -2.956 2.349 -0.265
N -3.379 1.287 2.032
C -1.997 1.146 2.233
C -1.228 2.209 2.731
C 0.145 2.127 2.816
C 0.752 0.954 2.380
C -0.020 -0.149 1.960
C -1.402 -0.058 1.891
C 0.914 -1.185 1.601
C 0.557 -2.471 1.097
O -0.560 -2.885 0.870
C 1.769 -3.407 0.809
F 1.378 -4.609 0.387
F 2.533 -3.596 1.899
F 2.581 -2.903 -0.139
C 2.179 -0.639 1.783
N 2.089 0.621 2.245
C 3.163 1.573 2.211
C 3.313 2.178 0.780
O 4.400 2.360 0.286
N 2.127 2.435 0.216
C 1.875 2.758 -1.171
C 2.571 1.793 -2.147
C 2.423 0.306 -1.808
C 3.217 -0.516 -2.822
C 0.967 -0.151 -1.793
C 0.361 2.785 -1.417
O -0.121 2.876 -2.511
O -0.342 2.713 -0.289
C -4.337 -1.237 0.337
C -4.077 -2.533 -0.069
H -1.931 -4.529 -0.795
H -3.606 -4.871 -1.231
H -2.469 -4.268 -2.452
H -1.687 -1.921 -2.376
H -2.151 0.406 -1.649
H -3.795 2.048 2.551
H -1.727 3.118 3.030
H 0.719 2.964 3.183
H -1.984 -0.902 1.566
H 3.140 -1.083 1.600
H 4.109 1.089 2.463
H 2.976 2.377 2.926
H 1.279 2.303 0.751
H 2.241 3.772 -1.391
H 3.634 2.037 -2.157
H 2.159 1.986 -3.139
H 2.857 0.124 -0.818
H 2.804 -0.389 -3.819
H 3.181 -1.570 -2.561
H 4.258 -0.201 -2.836
H 0.919 -1.232 -1.673
H 0.413 0.295 -0.970
H 0.479 0.116 -2.727
H -1.327 2.689 -0.430
H -5.072 -1.012 1.093
H -4.619 -3.353 0.378
```

Results
**LUMO level**: -0.347 eV
**HOMO**: -8.92 eV
**Charge**: 0
**HOMO-LUMO gap**: 8.6 eV
**SMILES**: Cc1ccc(S(=O)(=O)Nc2ccc3c(c2)c(C(=O)C(F)(F)F)cn3CC(=O)N[C@@H](CC(C)C)C(=O)O)cc1

***

| no. | total energy (Ha) |
| --- | --- |
| 1 | -10449.324004 |
| 2 | -3994.658456 |
| 3 | -2281.849422 |